[1]
86
Properties=species:S:1:pos:R:3 method="wB97M-V/def2-TZVPD" orbital_gap_ev=7.040 homo_energy_ev=-6.87 multiplicity=1 de_lowest_kj_mol=149.0
Si 3.791 1.227 1.735
Si 0.614 1.403 -2.714
Mg 0.666 1.251 1.144
O -2.150 -0.525 -2.738
O -0.851 -2.627 -1.583
N -1.129 2.043 2.221
C -3.129 -2.238 -4.205
C 1.853 2.768 -2.359
C 0.917 -3.758 -0.170
C -2.262 1.167 1.861
C -0.855 1.921 3.695
C 1.496 -0.004 -3.581
C -0.163 0.618 4.006
C 0.982 -1.840 4.587
C -0.164 0.145 5.340
C 0.419 -1.093 5.622
C -2.766 -3.693 -0.540
C -1.703 -2.633 -0.424
C -1.946 -1.365 -3.903
C 4.788 -0.116 2.598
C 2.918 2.278 3.045
C -3.313 0.339 -2.788
C -0.604 2.169 -3.926
C 4.965 2.336 0.770
C 0.996 -1.334 3.258
C -4.395 -0.143 -1.848
C -0.177 0.615 -1.146
C 2.584 0.452 0.560
C 0.478 -0.082 2.997
C -1.453 3.437 1.888
C 0.462 -3.189 -1.503
H -3.961 -1.642 -4.588
H 2.360 -0.326 -2.986
H -1.653 3.529 0.812
H -2.965 1.339 -2.493
H -3.438 -2.786 -3.310
H 5.210 1.865 -0.192
H 0.492 -3.968 -2.274
H 2.521 2.879 -3.227
H -0.764 1.355 -0.565
H 2.336 3.110 2.613
H -3.703 0.401 -3.820
H 2.242 1.681 3.677
H 2.872 0.594 -0.495
H -1.080 -1.980 -3.643
H -0.914 -0.222 -1.558
H -0.243 2.786 4.007
H -2.466 1.251 0.786
H -0.639 0.752 6.116
H -2.146 -1.623 -0.375
H 0.841 -0.868 -3.731
H -4.782 -1.122 -2.156
H -3.167 1.466 2.414
H -0.599 4.080 2.144
H 1.419 -2.821 4.791
H 4.523 3.321 0.566
H 1.437 -1.939 2.465
H -3.533 -3.424 -1.273
H 4.185 -0.667 3.335
H -0.037 2.753 -4.666
H 1.154 -2.393 -1.821
H 5.658 0.313 3.116
H 0.236 -4.525 0.204
H -1.113 -2.774 0.498
H 2.476 2.576 -1.477
H -2.326 -4.653 -0.830
H -1.812 1.998 4.246
H 5.903 2.493 1.320
H 1.859 0.328 -4.564
H -1.669 -0.734 -4.764
H 1.886 -4.238 -0.328
H 0.428 -1.469 6.647
H 0.587 0.047 -0.558
H -4.036 -0.212 -0.813
H -2.032 0.121 2.089
H -2.339 3.776 2.453
H -1.297 2.854 -3.424
H 1.335 3.726 -2.217
H 2.503 -0.641 0.701
H 1.066 -2.988 0.592
H -5.228 0.567 -1.870
H 5.158 -0.837 1.854
H -2.845 -2.963 -4.971
H -1.197 1.431 -4.480
H 3.686 2.718 3.699
H -3.263 -3.824 0.424

***

[2]
86
Properties=species:S:1:pos:R:3 method="wB97M-V/def2-TZVPD" orbital_gap_ev=8.233 homo_energy_ev=-10.84 multiplicity=1 de_lowest_kj_mol=0.0 charge=+1
Y -0.662 -0.258 1.128
Si -3.549 -0.424 1.056
Si 3.452 0.579 0.027
O 0.661 0.650 -3.618
O -1.051 -1.400 -1.388
N -0.698 1.402 3.133
C 1.966 0.511 -4.243
C 4.462 -0.630 -1.000
C -2.100 -1.052 -2.336
C 1.254 -2.260 3.336
C 1.207 0.052 3.910
C -0.800 2.290 -4.414
C -1.566 0.730 4.166
C 2.506 -1.465 5.283
C 3.728 2.411 -0.372
C 2.091 -2.499 4.453
C -0.800 -3.840 -1.636
C 1.716 0.388 -0.586
C -1.853 -1.286 -3.816
C 0.699 1.457 3.680
C -0.151 -2.506 -1.852
C -2.302 -1.770 1.432
C 0.821 -0.969 3.049
C -1.140 2.816 2.967
C -4.814 -0.983 -0.196
C -4.554 -0.008 2.573
C 0.294 2.021 -3.398
C 1.840 0.745 -5.746
C -2.738 1.187 0.386
C 2.068 -0.163 5.000
C 3.697 0.221 1.815
H -5.795 -0.595 0.111
H -5.535 0.345 2.234
H 0.953 0.187 -6.088
H -0.977 -4.028 -0.575
H -0.080 2.068 -2.357
H -1.542 1.498 -4.277
H -4.611 -0.644 -1.216
H 0.763 -2.404 -1.258
H 2.363 0.687 5.621
H -0.413 2.195 -5.441
H -2.290 0.013 -2.150
H -0.133 -4.620 -2.006
H 4.776 2.611 -0.625
H -2.988 -1.617 -2.014
H -2.184 2.846 2.623
H 3.118 2.763 -1.217
H 3.161 -1.641 6.130
H 1.364 -0.586 -0.964
H -1.849 -0.287 3.832
H 2.241 -0.540 -3.982
H 1.137 2.735 -3.515
H -0.487 3.313 2.233
H 0.879 1.022 -0.197
H -4.109 0.752 3.220
H -1.015 0.646 5.127
H -1.638 1.425 0.250
H -1.260 3.275 -4.294
H -3.133 1.298 -0.634
H 4.777 0.073 1.968
H 2.737 0.384 -6.240
H -0.980 -0.733 -4.179
H 2.403 -3.523 4.674
H -2.197 -2.583 0.690
H 1.705 1.818 -5.984
H -2.720 -0.885 -4.360
H 3.437 3.015 0.499
H -2.471 1.341 4.339
H 4.345 -0.483 -2.085
H 3.158 -0.681 2.115
H 0.086 -2.318 -2.904
H -1.066 3.352 3.935
H 5.520 -0.502 -0.735
H -2.252 -2.206 2.450
H 1.343 2.028 2.988
H 0.942 -3.085 2.701
H -4.848 -2.079 -0.180
H 2.136 0.949 -1.421
H 2.687 1.223 -3.760
H -1.778 -2.347 -4.091
H -4.687 -0.934 3.144
H -1.744 -3.939 -2.188
H 3.350 1.060 2.425
H 4.158 -1.662 -0.764
H -3.130 2.031 0.971
H 0.687 2.025 4.632